Density functional theory data (ωB97M-V/def2-TZVPD) for an isolated molecule of C12H10N6OS at a distorted geometry.

```
30
Properties=species:S:1:pos:R:3:forces:R:3:mulliken_charge:R:1
N -2.09955 -2.96650 -3.84296 2.2 1.3 -0.5 -0.433
C -2.63669 -3.08239 -2.60714 -1.4 0.9 -1.9 0.401
O -3.73328 -3.56226 -2.52554 -1.9 -1.7 0.9 -0.637
N -2.11912 -2.51675 -1.47449 1.5 0.8 1.0 -0.225
C -1.25112 -1.41701 -1.35773 0.4 0.2 -1.1 0.371
C -1.14852 -0.72831 -0.15016 -0.3 0.2 1.2 -0.214
C -0.32712 0.39586 0.00515 0.7 -0.6 -1.0 0.773
C -0.35334 1.23635 1.21953 0.8 0.3 1.5 -0.010
C -1.47675 1.82476 1.67392 -1.6 0.8 0.8 -0.617
C -1.14004 2.59268 2.85864 0.0 -1.3 -1.6 -0.386
N 0.12935 2.48304 3.14861 0.4 -0.8 -1.2 -1.165
N 0.65340 1.64855 2.15335 -0.9 0.2 -0.2 0.726
C 2.01671 1.35203 2.17102 1.5 -0.3 0.2 0.570
N 2.57974 0.52480 1.32724 -0.3 1.0 1.0 -0.344
C 3.93765 0.46287 1.57793 0.2 0.2 0.3 -0.643
C 4.43081 1.20345 2.60390 -0.2 -0.3 -0.4 -0.105
S 3.17140 2.09578 3.38663 -1.2 -0.8 -1.4 -0.082
C 0.45374 0.76954 -1.09783 -0.1 -0.6 -1.6 -0.282
C 0.28150 0.03498 -2.31925 -0.6 -0.7 1.7 -0.705
N -0.56950 -1.04736 -2.45497 1.2 1.6 0.9 -0.580
H -2.73467 -3.09759 -4.63418 0.3 0.0 0.9 0.243
H -1.35248 -2.25226 -3.93246 -0.6 -0.8 -0.1 0.365
H -2.74766 -2.70338 -0.70114 0.2 0.1 -0.1 0.209
H -1.74450 -1.09807 0.69360 0.3 0.3 -0.3 0.335
H -2.49577 1.73779 1.24628 1.0 0.1 0.3 0.413
H -1.86866 3.14833 3.40833 0.2 0.4 0.5 0.462
H 4.59942 -0.14442 0.97936 -0.3 -0.2 -0.2 0.377
H 5.48760 1.22183 2.86342 -0.5 0.2 0.2 0.400
H 1.16523 1.61803 -1.02441 -0.6 -0.8 -0.2 0.388
H 0.89220 0.26565 -3.19467 -0.3 0.0 0.2 0.397
```
Positions in Å, forces in eV/Å.

Calculated values
**Energy above the lowest of the compared OMol25 structures with the same formula, charge and spin**: 0.0 kJ/mol
**SMILES**: NC(=O)Nc1cc(-c2ccnn2-c2nccs2)ccn1
**HOMO energy**: -0.3215 Ha
**Gap between HOMO and LUMO**: 8.684 eV

Density functional theory data (ωB97M-V/def2-TZVPD) for a structure of composition C21H36Cl3N2O4PmSi at a distorted geometry.

```
68
Properties=species:S:1:pos:R:3:forces:R:3:mulliken_charge:R:1
C -2.49758 -1.41244 -2.70886 -0.2 0.5 0.5 -0.657
C -1.15567 -2.01656 -2.93218 0.9 -0.5 -1.0 0.196
H -2.72070 -0.65240 -3.46915 0.0 -0.1 0.2 0.353
H -2.49637 -0.91717 -1.72632 -0.3 -0.3 -0.6 -0.425
H -3.31562 -2.15123 -2.74219 0.3 0.1 0.0 0.300
C -0.75042 -2.40853 -4.15405 -0.1 -0.2 0.8 0.040
C -1.54749 -2.18003 -5.39474 -0.1 -0.1 -0.5 -1.442
H 0.16844 -2.98577 -4.27119 -0.1 0.4 0.1 0.347
H -1.90433 -1.14387 -5.46675 0.0 -0.2 0.0 0.305
H -2.42222 -2.84270 -5.45417 0.1 0.1 0.0 0.305
H -0.92105 -2.37704 -6.27254 -0.2 0.0 0.1 0.381
Pm -2.18048 0.92147 2.41200 -0.5 -0.7 -0.7 1.056
Cl -4.00863 0.86618 4.19436 -0.4 -0.3 0.2 -0.552
Cl -1.46019 -1.67322 2.38265 0.0 0.3 0.0 -0.504
C 0.18206 0.06427 4.36134 -0.2 0.7 -0.7 0.118
O -0.29956 1.09232 3.78255 0.9 -1.0 1.2 -0.697
N 1.47771 -0.10249 4.57659 -0.4 0.2 -0.3 0.221
C 2.42016 0.92311 4.14320 0.1 0.1 -0.1 -0.828
C 1.99189 -1.40961 4.97992 -0.2 -0.1 0.0 -0.853
H -0.46475 -0.77072 4.64885 0.1 0.2 0.1 0.504
H 2.03247 1.91222 4.40722 0.1 -0.2 -0.1 0.311
H 2.58579 0.89424 3.05349 0.0 -0.1 0.4 0.148
H 3.35838 0.73696 4.67178 -0.1 0.2 -0.2 0.374
H 1.25458 -1.86829 5.65192 0.4 0.0 -0.2 0.346
H 2.93920 -1.25164 5.50592 -0.3 -0.2 -0.1 0.329
H 2.14147 -2.06817 4.10557 0.0 0.3 0.3 0.275
H -4.22160 5.75311 -0.14180 0.3 0.0 -0.1 0.342
H -2.40055 2.98403 -1.06846 0.2 0.4 0.1 0.208
C -3.13989 5.94735 -0.17677 0.1 0.1 0.1 -0.889
C -1.86498 3.94359 -0.98514 -0.2 -0.3 -0.2 -0.712
N -2.36171 4.74482 0.13624 0.0 -0.2 1.0 0.154
H -2.91308 6.75074 0.52907 0.0 -0.1 -0.1 0.336
C -2.28340 4.29985 1.39854 0.2 -1.1 -0.8 0.000
O -1.93876 3.12351 1.69766 0.0 2.3 -0.3 -0.452
H -0.79361 3.73954 -0.86749 -0.3 0.1 0.0 0.255
H -2.53764 5.03857 2.17546 -0.1 -0.2 -0.2 0.262
H -2.86264 6.26059 -1.18829 -0.1 0.1 0.4 0.285
H -2.02788 4.55018 -1.88056 0.2 -0.3 0.1 0.375
O 0.00108 -0.80402 -1.24795 0.4 0.5 0.1 0.092
C -0.24281 -2.12774 -1.71152 -0.4 -0.1 -0.1 0.204
C 2.03354 -2.36575 -2.77637 0.5 -0.4 0.2 -0.100
C 1.03524 -2.90302 -1.96671 -0.4 0.0 0.3 -0.014
H 1.86559 -1.40359 -3.26027 0.1 -0.3 0.1 0.785
C 3.24402 -3.05659 -2.93511 -0.6 0.3 0.1 -0.973
H -0.83152 -2.61642 -0.92465 0.2 -0.2 0.0 0.290
C 1.20283 -4.14809 -1.35333 0.5 0.2 -0.4 -0.252
H 4.03078 -2.59659 -3.52822 0.0 -0.2 0.1 0.404
C 3.41914 -4.30020 -2.32996 0.1 -0.2 0.0 -0.416
C 2.39373 -4.85908 -1.56027 -0.3 0.3 0.1 -0.669
H 0.39581 -4.51566 -0.71702 0.3 -0.1 -0.2 0.404
H 4.36741 -4.83810 -2.46626 -0.5 0.2 0.1 0.368
H 2.51270 -5.83913 -1.10415 0.1 0.2 -0.1 0.396
Si 1.16199 -0.07368 -0.31144 0.3 -1.0 -0.7 0.113
Cl -2.68457 0.70269 -0.20678 -0.7 0.2 0.6 -0.539
C 2.48445 0.65032 -1.42028 0.3 0.1 0.0 -1.180
C 1.91848 -1.28730 0.90318 0.1 -0.1 0.0 -0.702
C 0.37509 1.26665 0.67871 -0.5 0.2 0.1 0.921
H 3.15377 -0.12942 -1.81940 -0.2 0.3 0.2 0.317
H 3.08948 1.35505 -0.82172 -0.1 -0.2 -0.3 0.354
H 2.03085 1.19094 -2.26873 0.2 -0.1 0.3 0.305
H -0.48526 1.67262 0.12857 0.3 -0.2 0.3 -0.580
H 1.01530 2.08554 1.01026 0.1 -0.1 0.0 0.451
H 0.06321 0.70952 1.57604 0.2 0.3 -0.3 -0.861
H 2.36475 -2.15289 0.39339 0.0 0.2 0.1 0.374
H 1.13177 -1.66172 1.57870 0.2 0.1 -0.2 0.032
H 2.70935 -0.79490 1.49349 -0.2 -0.1 -0.1 0.392
O -3.55539 4.75614 4.77375 0.3 -1.6 -0.6 -0.204
C -3.26222 3.76969 4.28037 -0.2 1.9 0.8 0.174
```
Positions in Å, forces in eV/Å.

Calculated values
**⟨S²⟩**: 6.004
**2S+1**: 5
**HOMO energy (spin up / spin down)**: -0.3050 / -0.3050 Ha
**Gap between HOMO and LUMO (spin up / spin down)**: 8.507 / 8.506 eV

no.,DFT total energy (hartree)
1,-1265.25758
2,-3510.97355